Computed, not measured: C52H44F3N6O4PtS as an isolated structure, with ωB97M-V with the def2-TZVPD basis set.

Geometry (Å):
C 2.137 -2.500 -0.187
C 4.726 -0.005 -0.471
C 2.770 -3.826 -0.318
O -7.672 -2.733 0.666
H 3.856 -5.977 -2.696
H -0.289 -2.507 3.572
N 0.056 -0.491 3.300
C 3.381 2.133 0.246
C -1.338 5.337 -5.031
C 3.547 3.717 2.160
C -3.795 4.510 -7.580
C -2.421 1.047 4.228
H -9.304 -3.608 -0.085
C 4.348 -1.318 -0.601
H 3.921 -6.403 1.556
H -1.494 2.278 2.824
H -0.041 5.428 -3.380
C 4.686 3.027 4.169
C 4.241 3.946 6.318
H 5.714 0.396 -0.589
Pt 0.612 0.504 -0.409
C 3.645 -5.562 -1.725
C 4.889 -8.375 0.209
S 0.922 1.701 2.214
H 3.514 4.823 3.969
C -0.810 -1.566 3.725
C -3.530 1.217 -0.552
H -8.219 -2.922 -1.326
C 3.962 -6.339 -0.603
O -2.803 5.197 -6.847
H -1.963 1.162 5.214
H -4.019 5.140 -8.438
O 4.953 3.058 5.486
H -3.529 2.829 -5.693
H -3.545 -2.580 -1.282
H -4.544 0.961 -0.318
C 4.892 1.725 2.155
N 0.008 -1.319 0.181
C 2.380 4.294 -0.736
C -6.375 -2.369 0.563
H 2.844 -3.726 -2.457
H -2.835 0.045 4.143
H -1.072 -1.473 4.781
H 4.962 -2.174 -0.801
F -0.816 -0.986 -2.741
C -5.515 -2.748 -0.468
H 4.023 -8.617 0.832
C -3.092 2.263 -1.305
C 3.547 0.739 -0.180
H 5.295 0.859 1.656
H -5.850 -3.382 -1.273
H 3.171 3.923 6.095
C -3.741 -1.431 0.504
H 5.275 -9.288 -0.244
C 5.238 1.949 3.457
N 2.493 -0.087 -0.192
C 3.069 -4.602 0.797
C 3.979 2.562 1.463
C 1.215 4.559 -1.405
H 2.881 4.410 1.674
H 1.006 -0.738 3.061
H 4.403 3.601 7.339
H -4.701 4.364 -6.982
C -2.352 4.643 -5.711
C -0.822 4.862 -3.854
C -2.796 3.429 -5.177
C 3.886 3.940 3.472
H 5.669 -7.919 0.826
H -3.238 1.759 4.142
C -0.808 3.090 -2.047
H 2.841 -4.231 1.785
C -4.210 -2.296 -0.479
C 0.781 -2.445 0.166
H -3.689 3.036 -1.744
H -1.720 -1.585 3.126
O 4.530 -7.534 -0.864
C -0.273 0.755 2.956
C 3.077 -4.319 -1.586
C 2.940 -1.369 -0.392
H -2.182 -3.668 0.948
C -5.889 -1.545 1.584
H 0.863 5.531 -1.681
C -4.598 -1.066 1.541
C -1.664 2.180 -1.361
C 2.382 2.900 -0.439
C -2.279 2.962 -3.992
H -6.562 -1.281 2.384
F 0.469 0.498 -3.660
C 0.401 -0.380 -2.632
N 1.240 2.351 -0.927
C 3.678 -5.838 0.668
H 3.168 4.986 -0.515
H 5.910 1.285 3.978
C 0.501 3.330 -1.517
C -1.275 -1.689 0.430
H -2.595 1.989 -3.650
N -1.266 1.123 -0.611
H -0.968 6.254 -5.464
C -2.394 -0.846 0.339
C -8.265 -3.470 -0.380
N -1.467 1.328 3.172
H -7.797 -4.451 -0.505
C -1.306 -3.105 0.683
H 4.612 4.970 6.224
F 1.316 -1.347 -2.890
H -4.247 -0.397 2.314
H 0.305 -4.583 0.559
C -2.373 0.466 -0.170
H -3.423 3.540 -7.924
C -1.308 3.679 -3.262
C -0.043 -3.571 0.493

For the orbital gap (alpha / beta), the calculation gives 4.8 / 4.6 eV. The charge is +1. For the LUMO energy (alpha / beta), the calculation gives -0.142 / -0.146 Eh. For the HOMO energy (alpha / beta), the calculation gives -8.6313 / -8.5482 eV.

These are the Mulliken partial charges, in e, on atoms 1 to 2: C 0.97; C -1.63